No. 1
# C3H4BrNO

An isolated molecule of C3H4BrNO in a non-equilibrium geometry (wB97M-V/def2-TZVPD, the OMol25 dataset).

The geometry in XYZ format:
```
10
Properties=species:S:1:pos:R:3:forces:R:3
Br -0.5317 -2.4253 -2.0955 0.0 -0.5 -0.4
O 1.0230 -0.3659 -0.8519 -3.0 -2.3 -0.8
N -1.1783 -0.6458 -0.0335 -0.7 -0.9 -0.5
C 0.8572 0.6017 0.1441 -0.2 0.5 0.6
C -0.3877 -1.1042 -0.8639 3.3 2.7 0.8
C -0.5873 0.4252 0.7173 0.5 0.4 0.2
H -0.5968 0.1515 1.7736 0.0 0.1 0.0
H 1.6168 0.4456 0.9182 -0.1 0.1 -0.1
H 0.9850 1.5993 -0.2949 0.0 -0.1 0.1
H -1.2002 1.3179 0.5865 0.0 0.0 0.1
```
Forces are in eV/Å.

- Net charge: 0
- Relative energy (zero: lowest compared OMol25 entry of this formula, charge and spin): 21.7 kcal per mole
- HOMO level: -9.87 eV

Atomic partial charges in e from the Löwdin method, atoms 1 to 8: atom 1 (Br): 0.862, atom 2 (O): -0.152, atom 3 (N): 0.034, atom 4 (C): -0.219, atom 5 (C): -0.805, atom 6 (C): -0.171, atom 7 (H): 0.112, atom 8 (H): 0.114

No. 2
# C3H4BrNO2

An isolated molecule of C3H4BrNO2 in a non-equilibrium geometry (wB97M-V/def2-TZVPD, the OMol25 dataset).

The geometry in XYZ format:
```
11
Properties=species:S:1:pos:R:3:forces:R:3
Br -1.9842 1.3953 0.7696 0.1 0.0 -0.3
O 1.6776 1.6920 -0.4008 0.4 0.1 -0.3
O 0.8365 1.7229 1.5797 0.2 0.1 0.5
N 0.7968 1.4878 0.4005 0.2 0.4 -0.1
C -0.1095 -0.8828 0.3139 -0.7 4.1 -1.2
C -0.3917 0.8227 -0.1284 -0.3 -4.3 1.1
C -0.1295 -1.7855 -0.6299 0.0 -0.4 -0.1
H 0.0367 -0.9900 1.3700 0.0 -0.1 0.3
H 0.0224 -2.8275 -0.4000 0.0 -0.2 0.1
H -0.4592 0.9111 -1.2080 0.1 0.2 0.2
H -0.2960 -1.5458 -1.6667 0.0 0.1 -0.2
```
Forces are in eV/Å.

- Net charge: 0
- Relative energy (zero: lowest compared OMol25 entry of this formula, charge and spin): 86.1 kcal per mole
- HOMO level: -10.58 eV

Atomic partial charges in e from the Löwdin method, atoms 1 to 8: atom 1 (Br): 0.751, atom 2 (O): 0.086, atom 3 (O): 0.044, atom 4 (N): -0.493, atom 5 (C): -0.104, atom 6 (C): -0.585, atom 7 (C): -0.005, atom 8 (H): 0.086

No. 3
# C3H4BrNO2

A cluster of 2 separate species, C3H4BrNO2 in total in a non-equilibrium geometry (wB97M-V/def2-TZVPD, the OMol25 dataset).

The geometry in XYZ format:
```
11
Properties=species:S:1:pos:R:3:forces:R:3
Br -1.0424 -2.5735 0.5973 -0.4 0.0 -0.5
O 1.2902 -2.9039 2.0836 0.8 -1.4 0.2
O 2.3030 -1.0174 1.8780 1.0 -0.1 -0.3
N 1.4373 -1.8189 1.6274 -1.2 1.9 0.1
C -0.3376 0.0882 -1.0917 -0.9 0.5 0.0
C 0.1961 -1.2017 0.9623 -2.4 1.5 4.9
C 0.3267 -0.0461 0.0622 3.0 -0.1 -0.5
H -0.1083 0.8374 -1.8655 0.1 -0.2 0.8
H -0.2537 -0.6550 2.3160 1.1 -1.4 -3.9
H -1.2935 -0.4410 -1.3029 1.1 0.0 0.3
H 1.3218 0.4996 0.3626 -2.2 -0.6 -1.0
```
Forces are in eV/Å.

- Net charge: 0
- Relative energy (zero: lowest compared OMol25 entry of this formula, charge and spin): 119.1 kcal per mole
- HOMO level: -10.16 eV

Atomic partial charges in e from the Löwdin method, atoms 1 to 8: atom 1 (Br): 0.809, atom 2 (O): 0.024, atom 3 (O): 0.057, atom 4 (N): -0.477, atom 5 (C): -0.005, atom 6 (C): -0.682, atom 7 (C): -0.235, atom 8 (H): 0.068

Calculated LUMO energy in order - 0.76 -0.12 -0.51 eV